ORCA calculation (the ωB97M-V functional and the def2-TZVPD basis) on a structure of composition C26H44Br10F12Fe2O8.

Atoms and positions in Å:
Fe 1.5617 -1.2022 0.4045
Fe 1.5010 1.6482 -1.4469
C 4.1120 0.6897 -1.1918
O 3.5960 1.7458 -2.0031
O 2.9316 0.1902 -0.5683
C 4.8580 -0.4011 -2.0339
F 4.8224 -1.5548 -1.3729
F 4.2217 -0.6058 -3.1591
F 6.0882 0.0484 -2.1951
C 4.5986 2.4676 -2.8045
C 3.9018 3.4795 -3.6671
H 3.1605 3.0690 -4.3527
H 3.3412 4.1758 -3.0435
H 4.5410 4.0744 -4.3197
H 5.1697 1.8167 -3.4666
H 5.3975 2.9703 -2.2594
H 4.8311 1.1649 -0.5246
C 3.2252 -1.5015 2.6969
O 1.9610 -0.7840 2.6408
O 3.0037 -2.2543 1.5394
C 4.5251 -0.6617 2.8477
F 5.6112 -1.4269 2.6011
F 4.5834 0.2940 1.9819
F 4.7066 -0.1779 4.0395
C 1.6861 0.0881 3.7672
C 0.2883 0.7574 3.7951
H 0.3694 1.8380 3.9126
H -0.1348 0.6136 2.8009
H -0.3766 0.3898 4.5766
H 2.4185 0.8939 3.7185
H 1.8165 -0.4676 4.6958
H 2.9431 -2.0651 3.5862
C -1.0694 -0.4719 -0.1351
O -0.5094 -1.4159 0.7174
O 0.0344 0.2164 -0.5903
C -2.1808 -1.0120 -1.1361
F -1.6482 -1.8629 -1.9382
F -3.3573 -1.4721 -0.6438
F -2.3993 -0.0123 -2.0685
C -1.4209 -2.3943 1.2660
C -0.5306 -3.4026 1.9700
H -1.0166 -4.3445 2.2246
H 0.1857 -3.6405 1.1837
H -0.0099 -2.9809 2.8298
H -2.1235 -2.9450 0.6405
H -2.0635 -2.0622 2.0814
H -1.5863 0.2568 0.4893
C 0.2860 4.0657 -0.9800
O 0.9567 3.2699 -0.0700
O 0.8029 3.4956 -2.1511
C -1.2538 4.1256 -0.7124
F -2.0425 4.5391 -1.7411
F -1.6942 2.9271 -0.3009
F -1.6237 4.9933 0.2416
C 0.8741 3.6953 1.2523
C 2.0846 3.0880 1.8327
H 3.0121 3.5493 1.4934
H 1.9476 3.2608 2.9002
H 2.0679 2.0101 1.6721
H 0.0258 3.2968 1.8088
H 0.9352 4.7650 1.4524
H 0.6718 5.0822 -0.9028
Br -1.7441 -5.1739 -2.7246
C -2.9396 -6.3863 -1.6516
C -3.0722 -5.7923 -0.2562
Br -4.6217 -6.7584 0.5812
H -2.5831 -7.4161 -1.6301
H -3.8770 -6.4404 -2.2052
H -3.2155 -4.7118 -0.2550
H -2.1750 -6.0632 0.3003
Br -4.4815 0.4551 -4.9474
C -5.5080 1.8029 -3.9508
C -4.9491 1.9724 -2.5598
Br -6.4259 2.5534 -1.4130
H -6.5601 1.5182 -3.9604
H -5.4849 2.7057 -4.5611
H -4.2249 2.7869 -2.5752
H -4.5511 1.0379 -2.1641
Br -5.0625 5.5316 3.2591
C -4.4987 3.8272 2.3333
C -3.9964 2.8080 3.3404
Br -3.4057 1.1415 2.4828
H -3.6062 4.0454 1.7469
H -5.2648 3.5327 1.6161
H -4.8620 2.5281 3.9408
H -3.1790 3.1159 3.9924
Br -1.6956 2.9678 -6.0195
C -0.5107 2.2005 -4.6473
C 0.1185 0.8633 -5.0333
Br 1.3201 0.0925 -3.7018
H -1.1352 2.1100 -3.7585
H 0.3530 2.8654 -4.6364
H 0.6639 1.0267 -5.9628
H -0.6367 0.0983 -5.2135
Br 1.9545 -6.3750 5.4114
C 1.1387 -5.9942 3.7227
C 1.1090 -7.2664 2.8839
Br 0.5949 -6.6826 1.0132
H 1.7273 -5.1707 3.3183
H 0.1735 -5.5621 3.9868
H 0.4021 -8.0120 3.2480
H 2.0963 -7.7139 2.7689

Values from the calculation:
LUMO level (alpha / beta): 0.176 / 0.149 eV
F_max: 4.43 eV/Å
E_HOMO (alpha / beta): -0.3470 / -0.3297 Ha
multiplicity: 9
gap between HOMO and LUMO (alpha / beta): 9.62 / 9.12 eV

Atom charges from the Mulliken analysis, given in e for atoms 1 to 6: atom 1 (Fe): 0.501, atom 2 (Fe): 0.564, atom 3 (C): -0.039, atom 4 (O): -0.138, atom 5 (O): -0.435, atom 6 (C): 0.643


ORCA calculation (the ωB97M-V functional and the def2-TZVPD basis) on a structure of composition C26H44Cl2O2P2Ru.

Atoms and positions in Å:
Ru 0.5760 0.1125 2.2645
C 0.9730 0.1000 4.6970
C 1.9894 0.5712 3.7706
C 0.2232 2.0997 3.8097
C -0.0764 1.0699 4.7308
C 1.4875 1.8143 3.1752
C 1.1308 -1.1334 5.4941
H 1.8787 -1.7838 5.0242
H 0.1962 -1.7038 5.5557
H 1.4701 -0.9083 6.5155
C -1.3554 1.0029 5.4722
H -1.4854 0.0462 5.9864
H -2.1981 1.1217 4.7714
H -1.4341 1.8005 6.2224
C -0.6229 3.2788 3.5159
H -0.6236 4.0056 4.3404
H -1.6640 2.9670 3.3574
H -0.2875 3.8054 2.6162
C 2.3361 2.8187 2.4777
H 2.8425 3.4958 3.1852
H 1.7165 3.4343 1.8202
H 3.1030 2.3275 1.8763
C 3.3939 0.0788 3.6776
H 4.0350 0.5690 4.4262
H 3.8240 0.2842 2.6905
H 3.4453 -1.0014 3.8556
C -0.5219 -1.6037 1.4992
C 0.5873 -2.1172 2.1882
C 1.9052 -2.4536 1.5731
C 2.3136 -1.4445 0.4562
C 1.8899 -0.0104 0.6770
C 0.6368 0.5459 0.2364
C -0.3206 -0.2385 -0.6164
C -0.6909 -1.5912 0.0015
H 1.8656 -3.4671 1.1479
H 1.9547 -1.7956 -0.5157
H 2.6809 -2.4689 2.3566
H -0.1266 -2.4108 -0.4632
H -1.4691 -1.7750 2.0515
H 0.3147 -2.6680 3.0988
H -1.7522 -1.7767 -0.1917
H -1.2333 0.3560 -0.7065
H 0.6441 1.6226 0.0455
H 0.0526 -0.3545 -1.6432
H 3.4085 -1.4494 0.4047
H 2.7215 0.7032 0.6664
P -0.9329 -0.4908 -4.8922
P -0.5874 2.1968 -6.3847
C -0.9475 -0.5771 -6.7644
C -1.2881 0.7790 -7.3851
H -1.6848 -1.3328 -7.0672
H 0.0471 -0.9250 -7.0797
H -0.9138 0.8516 -8.4162
H -2.3756 0.9421 -7.3977
C -1.3856 3.5621 -7.3194
H -0.9200 4.5018 -6.9997
H -2.4518 3.5779 -7.0651
H -1.2577 3.4300 -8.4007
C 1.0554 2.2800 -7.2178
H 0.9248 2.2925 -8.3075
H 1.6750 1.4273 -6.9163
H 1.5363 3.2099 -6.8899
C -2.3748 -1.5857 -4.5604
H -2.4123 -1.7942 -3.4833
H -2.2699 -2.5230 -5.1218
H -3.2922 -1.0649 -4.8626
C 0.4114 -1.7028 -4.5657
H 1.3660 -1.2431 -4.8506
H 0.2441 -2.6184 -5.1465
H 0.4208 -1.9330 -3.4917
Cl -4.5078 -1.0052 5.2476
C -3.6510 -2.5371 5.1082
Cl -4.5942 -3.8196 4.3542
C -2.3603 -2.3355 4.2464
O -1.4673 -3.1585 4.5412
O -2.3912 -1.3877 3.3967
H -3.3490 -2.8928 6.0964

Values from the calculation:
net charge: +1
LUMO level (alpha / beta): -2.677 / -7.154 eV
F_max: 3.10 eV/Å
E_HOMO (alpha / beta): -0.2847 / -0.3563 Ha
multiplicity: 6
gap between HOMO and LUMO (alpha / beta): 5.07 / 2.54 eV

Atom charges from the Mulliken analysis, given in e for atoms 1 to 6: atom 1 (Ru): -0.149, atom 2 (C): 1.015, atom 3 (C): -0.107, atom 4 (C): 0.555, atom 5 (C): 1.580, atom 6 (C): 0.476


ΔE to the lowest compared entry with this formula, charge and spin list, top to bottom, in kcal per mole: 72.3, 0.0
Energy list, top to bottom, in Eh: -31084.93443, -2865.06642